ORCA calculation (ωB97M-V/def2-TZVPD) on C26H22N6NiO4S as an isolated structure.

XYZ file:
```
60
C26H22N6NiO4S | the OMol25 dataset | ωB97M-V/def2-TZVPD
Ni -0.6481 0.3512 -0.1402
O 0.2038 4.2220 0.0005
C -0.3081 3.1243 -0.0388
O 0.3122 1.9952 -0.0857
C -1.8157 2.9831 -0.0218
C -2.6148 4.1339 -0.1018
C -3.9695 3.9951 -0.1393
C -4.5296 2.7018 -0.0589
C -5.9247 2.4791 -0.0730
C -6.4308 1.2151 0.0300
C -5.5580 0.1165 0.1610
C -4.2064 0.3044 0.1719
C -3.6509 1.5932 0.0497
N -2.2964 1.7590 0.0497
H -2.1096 5.0882 -0.1425
H -4.6221 4.8545 -0.2326
H -6.5828 3.3349 -0.1633
H -7.5002 1.0502 0.0223
H -5.9625 -0.8825 0.2655
H -3.5368 -0.5290 0.2891
N 1.4946 -0.1996 -0.1665
N 2.3145 -1.2964 0.0629
C 2.1973 -2.4712 -0.6035
N 3.1469 -3.3851 -0.2645
S 1.0968 -2.7614 -1.8046
H 1.7149 0.2595 -1.0460
H 1.6146 0.4703 0.5831
H 3.1689 -1.1211 0.5656
H 3.6041 -3.3141 0.6319
H 2.9885 -4.3141 -0.6122
O -1.7222 -0.8405 -1.5756
C -1.8317 -1.6560 -0.6471
N -2.6963 -2.6935 -0.5716
C -2.6037 -3.3362 0.7343
C -1.3869 -2.5463 1.3362
O -0.8446 -2.8411 2.3751
N -1.0824 -1.5332 0.4840
C -2.3487 -4.8254 0.6710
C -2.3092 -5.5536 1.8575
C -2.1042 -6.9228 1.8307
C -1.9410 -7.5827 0.6203
C -1.9668 -6.8606 -0.5615
C -2.1635 -5.4865 -0.5380
C -3.8609 -3.0185 1.5598
C -3.8975 -1.9968 2.5046
C -5.0760 -1.6993 3.1754
C -6.2305 -2.4196 2.9126
C -6.2018 -3.4438 1.9769
C -5.0245 -3.7434 1.3095
H -3.4117 -2.8885 -1.2502
H -2.4318 -5.0379 2.8012
H -2.0721 -7.4795 2.7588
H -1.7855 -8.6538 0.5979
H -1.8312 -7.3623 -1.5114
H -2.1561 -4.9291 -1.4646
H -3.0045 -1.4305 2.7342
H -5.0894 -0.9031 3.9086
H -7.1465 -2.1906 3.4422
H -7.0987 -4.0169 1.7773
H -5.0010 -4.5556 0.5917
```

* HOMO energy (alpha / beta): -8.37 / -8.37 eV
* orbital gap (alpha / beta): 7.48 / 7.47 eV
* net charge: 0
* LUMO (alpha / beta): -0.89 / -0.89 eV

Here are the Löwdin charges for atoms 1 to 2, given in e:
1. Ni 0.64
2. O 0.09